1.
C15H32N7O4 | ωB97M-V with the def2-TZVPD basis set

XYZ file:
```
58
C15H32N7O4 | OMol25 | ωB97M-V with the def2-TZVPD basis set
N -0.292 0.678 0.984
C -1.175 1.422 1.015
O -2.099 2.313 1.209
N -2.073 3.366 0.236
C -2.597 2.953 -1.062
C -3.581 3.997 -1.615
N -4.460 4.474 -0.540
C -0.817 4.043 0.300
O -0.417 4.511 1.326
O -0.199 4.130 -0.887
C 1.244 4.185 -0.845
C 1.803 5.585 -1.196
N 1.598 5.881 -2.612
N 1.168 6.652 -0.437
N 3.221 5.642 -0.938
H -1.804 2.717 -1.772
H -3.171 2.040 -0.899
H -3.012 4.826 -2.046
H -4.182 3.529 -2.392
H -5.393 4.641 -0.893
H -4.129 5.364 -0.191
H 1.628 3.803 0.101
H 1.577 3.498 -1.626
H 2.275 5.397 -3.188
H 0.662 5.636 -2.908
H 0.161 6.544 -0.427
H 1.497 6.650 0.521
H 3.779 5.168 -1.634
H 3.471 5.347 -0.005
C -0.671 -2.555 1.046
C 0.282 -3.207 0.028
C -0.428 -4.307 -0.781
C -0.734 -5.570 0.022
C 0.516 -6.132 0.697
C 1.266 -5.115 1.575
N 1.457 -3.885 0.707
O 2.451 -3.906 0.051
C 0.479 -4.797 2.857
C 2.621 -5.659 2.011
C 0.780 -2.094 -0.885
H -1.369 -3.255 1.499
H -0.122 -2.046 1.837
H -1.269 -1.802 0.543
H 0.196 -4.569 -1.642
H -1.345 -3.868 -1.173
H -1.511 -5.374 0.763
H -1.141 -6.326 -0.651
H 0.260 -6.976 1.338
H 1.201 -6.509 -0.069
H 0.902 -3.938 3.379
H 0.544 -5.654 3.524
H -0.577 -4.612 2.689
H 3.226 -6.005 1.174
H 2.452 -6.507 2.669
H 3.190 -4.909 2.562
H 1.335 -1.342 -0.323
H -0.084 -1.608 -1.329
H 1.407 -2.464 -1.695
```

For the HOMO energy, the calculation gives -10.9 eV. The total charge is +1.



2.
C5H12N2 | ωB97M-V with the def2-TZVPD basis set

XYZ file:
```
19
C5H12N2 | OMol25 | ωB97M-V with the def2-TZVPD basis set
C -0.280 0.817 0.578
C -0.278 1.878 -0.468
C -1.369 0.796 1.596
C -0.093 -1.626 -1.268
N 0.842 0.161 0.825
C 1.646 -1.314 -0.588
N 1.741 -0.022 -0.163
H 0.747 -0.613 1.501
H -1.294 2.047 -0.838
H 0.077 2.826 -0.046
H 0.399 1.599 -1.270
H -1.438 1.749 2.127
H -1.220 0.006 2.334
H -2.327 0.633 1.097
H -0.767 -1.925 -0.465
H -0.494 -0.865 -1.933
H 0.157 -2.511 -1.853
H 2.374 -1.551 -1.360
H 1.578 -2.085 0.195
```

For the HOMO energy (alpha / beta), the calculation gives -6.8 / -6.8 eV. The energy relative to the best compared isomer or geometry (same formula, charge and spin) comes out at 4.114 eV.



3.
C20H26MnNO4Si | ωB97M-V with the def2-TZVPD basis set

XYZ file:
```
53
C20H26MnNO4Si | OMol25 | ωB97M-V with the def2-TZVPD basis set
Mn 0.705 1.297 0.025
N -1.342 2.364 0.167
C -1.115 3.767 -0.242
C 0.386 4.094 -0.243
O 0.810 5.210 -0.247
O 1.106 2.990 -0.229
H -1.849 1.859 -0.551
H -1.877 2.324 1.026
H -1.615 4.473 0.416
H -1.461 3.939 -1.261
C 0.967 -1.080 2.780
Si 0.636 0.713 2.358
C 2.201 1.804 2.303
C -0.794 1.464 3.297
C -0.972 2.853 3.331
C -2.003 3.414 4.064
C -2.878 2.595 4.768
C -2.705 1.218 4.755
C -1.670 0.654 4.025
H 1.098 -1.181 3.860
H 1.870 -1.441 2.287
H 0.142 -1.723 2.470
H 2.725 1.664 3.253
H 1.975 2.864 2.198
H 2.899 1.522 1.511
H -0.284 3.504 2.799
H -2.120 4.489 4.097
H -3.689 3.034 5.334
H -3.375 0.582 5.318
H -1.538 -0.422 4.033
C 0.886 -5.173 -4.767
C 0.761 -3.943 -3.919
C 1.793 -3.547 -3.076
C 1.685 -2.433 -2.262
C 2.859 -2.050 -1.399
C 0.492 -1.679 -2.309
C -0.549 -2.033 -3.195
C -1.825 -1.244 -3.298
C -0.395 -3.170 -3.967
C 0.307 -0.527 -1.423
O -0.306 0.532 -1.722
O 0.784 -0.546 -0.202
H 1.779 -5.740 -4.510
H 0.942 -4.903 -5.823
H 0.013 -5.814 -4.642
H 2.707 -4.128 -3.052
H 3.747 -2.602 -1.701
H 2.655 -2.276 -0.353
H 3.083 -0.986 -1.478
H -2.301 -1.133 -2.323
H -2.525 -1.738 -3.968
H -1.626 -0.244 -3.681
H -1.199 -3.467 -4.630
```

Its spin multiplicity is 2. For the HOMO energy (alpha / beta), the calculation gives -11.8 / -11.8 eV. The total charge is +1. The energy relative to the best compared isomer or geometry (same formula, charge and spin) comes out at 2.825 eV.



4.
C16H18BrLuN | ωB97M-V with the def2-TZVPD basis set

XYZ file:
```
37
C16H18BrLuN | OMol25 | ωB97M-V with the def2-TZVPD basis set
C 1.382 2.483 -1.124
C 0.953 3.118 0.082
C 1.671 2.567 1.209
H 0.168 3.840 0.083
C 2.502 1.557 0.680
C 2.334 1.510 -0.763
H 2.774 0.868 -1.539
H 1.199 2.791 -2.149
H 1.368 2.712 2.249
H 3.151 0.885 1.221
Lu -0.102 0.922 1.103
Br -2.590 1.820 0.733
C -1.430 -0.902 -3.120
C -0.016 -0.957 -3.417
C 0.422 0.361 -3.775
H 0.645 -1.796 -3.189
C -0.718 1.250 -3.684
C -1.853 0.468 -3.275
H -2.800 0.885 -2.924
H -2.024 -1.699 -2.619
H 1.468 0.697 -3.904
H -0.653 2.359 -3.719
C -1.805 -2.497 0.022
C -1.107 -2.272 1.306
C -1.146 -3.017 2.483
C -0.309 -2.284 3.475
C 0.159 -1.128 2.829
C 0.991 -0.008 3.374
N -0.293 -1.171 1.502
H -1.199 -2.779 -0.869
H -2.529 -1.711 -0.329
H -2.460 -3.365 0.210
H -1.726 -3.926 2.559
H -0.108 -2.545 4.509
H 0.492 1.008 3.402
H 1.191 -0.193 4.448
H 1.999 0.150 2.918
```

For the HOMO energy, the calculation gives -2.7 eV. The total charge is -1.



Please write out number 3 again, unchanged.
C20H26MnNO4Si | ωB97M-V with the def2-TZVPD basis set

XYZ file:
```
53
C20H26MnNO4Si | OMol25 | ωB97M-V with the def2-TZVPD basis set
Mn 0.705 1.297 0.025
N -1.342 2.364 0.167
C -1.115 3.767 -0.242
C 0.386 4.094 -0.243
O 0.810 5.210 -0.247
O 1.106 2.990 -0.229
H -1.849 1.859 -0.551
H -1.877 2.324 1.026
H -1.615 4.473 0.416
H -1.461 3.939 -1.261
C 0.967 -1.080 2.780
Si 0.636 0.713 2.358
C 2.201 1.804 2.303
C -0.794 1.464 3.297
C -0.972 2.853 3.331
C -2.003 3.414 4.064
C -2.878 2.595 4.768
C -2.705 1.218 4.755
C -1.670 0.654 4.025
H 1.098 -1.181 3.860
H 1.870 -1.441 2.287
H 0.142 -1.723 2.470
H 2.725 1.664 3.253
H 1.975 2.864 2.198
H 2.899 1.522 1.511
H -0.284 3.504 2.799
H -2.120 4.489 4.097
H -3.689 3.034 5.334
H -3.375 0.582 5.318
H -1.538 -0.422 4.033
C 0.886 -5.173 -4.767
C 0.761 -3.943 -3.919
C 1.793 -3.547 -3.076
C 1.685 -2.433 -2.262
C 2.859 -2.050 -1.399
C 0.492 -1.679 -2.309
C -0.549 -2.033 -3.195
C -1.825 -1.244 -3.298
C -0.395 -3.170 -3.967
C 0.307 -0.527 -1.423
O -0.306 0.532 -1.722
O 0.784 -0.546 -0.202
H 1.779 -5.740 -4.510
H 0.942 -4.903 -5.823
H 0.013 -5.814 -4.642
H 2.707 -4.128 -3.052
H 3.747 -2.602 -1.701
H 2.655 -2.276 -0.353
H 3.083 -0.986 -1.478
H -2.301 -1.133 -2.323
H -2.525 -1.738 -3.968
H -1.626 -0.244 -3.681
H -1.199 -3.467 -4.630
```

Its spin multiplicity is 2. For the HOMO energy (alpha / beta), the calculation gives -11.8 / -11.8 eV. The total charge is +1. The energy relative to the best compared isomer or geometry (same formula, charge and spin) comes out at 2.825 eV.